The following is a DFT calculation (ωB97M-V with the def2-TZVPD basis set) of a molecular structure, C21H18Cl2N3O4RhSe.

```
50
C21H18Cl2N3O4RhSe, DFT ωB97M-V with the def2-TZVPD basis set
Rh 0.05 -0.54 0.04
C 2.66 -4.01 0.08
C 3.39 -3.82 -1.09
C 3.19 -2.67 -1.83
C 2.26 -1.72 -1.41
C 1.47 -1.94 -0.27
C 1.70 -3.09 0.48
C 2.05 -0.43 -2.08
C 2.86 0.01 -3.16
C 2.65 1.23 -3.70
C 1.65 2.07 -3.17
C 1.41 3.37 -3.68
C 0.44 4.16 -3.13
C -0.32 3.68 -2.04
C -0.10 2.43 -1.53
C 0.88 1.59 -2.09
N 1.10 0.34 -1.57
H 2.83 -4.90 0.68
H 4.10 -4.56 -1.41
H 3.77 -2.52 -2.73
H 1.14 -3.29 1.38
H 3.63 -0.64 -3.53
H 3.26 1.59 -4.52
H 2.00 3.72 -4.51
H 0.25 5.15 -3.52
H -1.09 4.30 -1.60
H -0.68 2.09 -0.68
Cl 1.61 1.20 1.76
C 1.54 2.95 1.38
Cl 0.01 3.68 1.76
H 1.79 3.07 0.34
H 2.28 3.40 2.03
O -3.39 1.21 -1.22
Se -2.67 0.13 -0.30
O -1.49 -0.78 -1.21
O -1.47 0.83 0.65
O -3.60 -0.93 0.47
N -1.49 -3.31 0.00
C -1.42 -2.87 1.27
C -1.92 -3.66 2.33
C -1.80 -3.21 3.62
C -1.21 -1.97 3.87
C -0.75 -1.25 2.80
N -0.82 -1.70 1.53
H -2.12 -4.08 -0.17
H -1.49 -2.60 -0.72
H -2.40 -4.60 2.11
H -2.18 -3.81 4.44
H -1.12 -1.56 4.87
H -0.33 -0.27 2.92
```

Values from the calculation:
DFT total energy: -4708.58794 hartree
HOMO-LUMO gap: 7.7 eV

Results of the Löwdin charge analysis, in e, for atoms 1 through 5: atom 1 (Rh): 1.0540, atom 2 (C): -0.0790, atom 3 (C): -0.0839, atom 4 (C): -0.0344, atom 5 (C): -0.1860

---

The following is a DFT calculation (ωB97M-V with the def2-TZVPD basis set) of a molecular structure, C21H18Cl3FeN10O3.

```
56
C21H18Cl3FeN10O3, DFT ωB97M-V with the def2-TZVPD basis set
Fe -0.22 -0.57 -0.33
N 1.62 -3.77 -2.90
C 0.70 -3.10 -2.20
N 0.92 -2.47 -1.09
C 2.22 -2.43 -0.60
N 2.50 -1.81 0.50
N 1.37 -1.21 1.01
C 1.18 -1.22 2.26
C -0.13 -0.74 2.72
C -0.43 -0.55 4.06
C -1.71 -0.12 4.40
C -2.63 0.10 3.39
C -2.25 -0.12 2.07
N -1.03 -0.54 1.75
C 3.29 -3.12 -1.33
C 4.62 -3.11 -0.91
C 5.58 -3.77 -1.64
C 5.23 -4.46 -2.80
C 3.92 -4.48 -3.24
C 2.96 -3.80 -2.50
H 1.35 -4.23 -3.75
H -0.30 -3.09 -2.62
H 1.92 -1.62 2.96
H 0.31 -0.74 4.82
H -1.98 0.03 5.43
H -3.64 0.43 3.61
H -2.93 0.03 1.25
H 4.87 -2.57 0.00
H 6.61 -3.77 -1.31
H 5.98 -4.98 -3.37
H 3.64 -5.00 -4.14
N 0.47 2.06 1.22
N 1.29 2.83 0.40
C 1.69 2.37 -0.81
N 2.34 3.24 -1.58
N 1.39 1.10 -1.10
N 1.59 0.68 -2.38
O 0.92 -0.30 -2.68
O 2.36 1.22 -3.17
H -0.51 2.21 0.99
H 0.67 2.28 2.18
H 1.30 3.83 0.53
H 2.44 4.20 -1.29
H 2.66 2.93 -2.48
Cl -6.36 0.72 -3.98
C -4.88 0.77 -3.06
C -4.36 -0.41 -2.56
C -3.18 -0.33 -1.84
Cl -2.49 -1.78 -1.14
C -2.48 0.86 -1.59
O -1.37 0.91 -0.90
C -3.08 2.02 -2.12
Cl -2.28 3.53 -1.84
C -4.25 1.98 -2.85
H -4.85 -1.35 -2.72
H -4.67 2.90 -3.24
```

Values from the calculation:
DFT total energy: -4228.40200 hartree
spin multiplicity: 5
net charge: +1
HOMO-LUMO gap (alpha / beta): 6.9 / 6.9 eV
ΔE to the lowest compared entry with this formula, charge and spin: 0.289 eV

Results of the Löwdin charge analysis, in e, for atoms 1 through 5: atom 1 (Fe): 0.7306, atom 2 (N): 0.1450, atom 3 (C): -0.1465, atom 4 (N): 0.0668, atom 5 (C): -0.2740

---

The following is a DFT calculation (ωB97M-V with the def2-TZVPD basis set) of a molecular structure, C21H18N2O6Sn.

```
48
C21H18N2O6Sn, DFT ωB97M-V with the def2-TZVPD basis set
Sn 5.17 -15.76 -2.38
O 8.73 -15.53 -5.60
C 7.80 -15.55 -4.60
O 6.59 -15.36 -4.72
C 8.48 -15.83 -3.33
C 9.86 -16.02 -3.25
C 10.39 -16.26 -1.98
C 9.54 -16.27 -0.84
C 8.17 -16.03 -1.07
N 7.66 -15.86 -2.26
C 7.23 -15.98 0.09
O 7.58 -16.19 1.23
O 5.89 -15.70 -0.29
H 8.17 -15.34 -6.39
H 10.47 -16.01 -4.15
H 11.46 -16.43 -1.91
H 9.95 -16.46 0.15
C 4.55 -20.16 -1.27
C 4.40 -18.97 -2.17
O 5.21 -18.02 -2.08
C 3.29 -19.06 -3.09
C 2.61 -20.25 -3.33
C 1.69 -20.39 -4.35
C 1.36 -19.30 -5.13
C 1.89 -18.06 -4.83
C 2.83 -17.87 -3.76
O 3.19 -16.68 -3.47
H 5.33 -19.96 -0.55
H 4.81 -21.05 -1.86
H 3.61 -20.36 -0.77
H 2.84 -21.14 -2.75
H 1.29 -21.38 -4.56
H 0.68 -19.42 -5.98
H 1.61 -17.16 -5.37
N 3.07 -13.29 -2.70
C 3.28 -12.74 -1.45
C 2.99 -13.45 -0.27
C 3.23 -12.89 0.97
C 3.77 -11.61 1.11
C 4.08 -10.91 -0.06
C 3.85 -11.45 -1.32
H 3.28 -12.69 -3.50
H 2.26 -13.88 -2.85
H 2.58 -14.45 -0.36
H 3.00 -13.45 1.87
H 4.01 -11.19 2.08
H 4.47 -9.89 0.03
H 4.06 -10.88 -2.23
```

Values from the calculation:
DFT total energy: -1585.74497 hartree
net charge: +2
HOMO-LUMO gap (alpha / beta): 5.6 / 5.1 eV
ΔE to the lowest compared entry with this formula, charge and spin: 0.000 eV

Results of the Löwdin charge analysis, in e, for atoms 1 through 5: atom 1 (Sn): 1.5304, atom 2 (O): 0.1309, atom 3 (C): -0.4206, atom 4 (O): -0.0065, atom 5 (C): -0.1768

---

The following is a DFT calculation (ωB97M-V with the def2-TZVPD basis set) of a molecular structure, C21H18N6O4Ta.

```
50
C21H18N6O4Ta, DFT ωB97M-V with the def2-TZVPD basis set
Ta -0.01 -0.03 -0.14
C 3.38 -0.62 2.67
C 2.74 -0.39 1.35
O 1.49 -0.39 1.32
C 3.53 -0.19 0.16
C 4.91 -0.42 0.17
C 5.65 -0.31 -0.99
C 5.01 0.03 -2.18
C 3.65 0.28 -2.23
C 2.91 0.17 -1.06
O 1.59 0.43 -1.09
H 2.63 -0.61 3.45
H 4.15 0.12 2.87
H 3.87 -1.60 2.67
H 5.41 -0.69 1.09
H 6.71 -0.49 -0.98
H 5.59 0.11 -3.09
H 3.16 0.55 -3.15
C -0.37 1.71 1.06
H -1.43 1.79 1.31
H -0.05 2.64 0.61
H 0.15 1.58 2.01
N -1.03 -1.14 1.17
C -1.40 -1.79 2.10
N -1.68 -2.49 3.05
C -2.65 -2.78 3.89
N -3.47 -3.07 4.65
O -3.05 -0.42 -2.57
C -2.17 -1.23 -2.48
C -2.07 -2.56 -3.20
C -0.79 -3.22 -2.69
C -0.25 -2.19 -1.74
O 0.75 -2.23 -1.00
N -1.03 -1.09 -1.67
H -2.07 -2.38 -4.28
H -2.97 -3.13 -2.98
H -0.05 -3.43 -3.46
H -0.95 -4.15 -2.14
N -3.42 4.86 -4.96
C -2.90 4.15 -4.23
C -2.26 3.25 -3.31
C -2.89 2.85 -2.15
C -2.23 1.99 -1.30
N -0.99 1.53 -1.54
C -0.40 1.90 -2.68
C -0.98 2.76 -3.58
H -3.89 3.18 -1.90
H -2.72 1.64 -0.40
H 0.59 1.50 -2.86
H -0.46 3.04 -4.48
```

Values from the calculation:
DFT total energy: -1497.45815 hartree
net charge: +1
HOMO-LUMO gap: 8.2 eV
ΔE to the lowest compared entry with this formula, charge and spin: 0.042 eV

Results of the Löwdin charge analysis, in e, for atoms 1 through 5: atom 1 (Ta): 1.8505, atom 2 (C): 0.0301, atom 3 (C): -0.2827, atom 4 (O): -0.1092, atom 5 (C): -0.0852

---

Q: Which max |F| values were calculated for the entries above? A: 0.71; 0.49; 3.65; 0.41, in eV/Å.